# 1
Molecular formula: C11H20BF2N3O8P2
Method: DFT, the ωB97M-V functional and the def2-TZVPD basis

The calculation puts the total energy at -2104.74385 a.u. The calculation puts the HOMO-LUMO gap at 0.2960 hartree. The value obtained for the HOMO energy is -9.196 eV.

Cartesian coordinates (Å):
C1 4.480597 -2.747623 -0.644575
C2 4.470340 -2.418311 0.915202
O1 3.140135 -2.334434 1.473590
P1 2.636606 -0.768897 1.693750
O2 3.653216 0.015313 2.468634
C3 1.121484 -0.866895 2.792318
C4 -0.107943 -0.065704 2.230885
N1 -0.584546 -0.558628 0.917031
C5 -1.282136 0.385038 0.123362
C6 -1.543899 -0.397153 -1.056385
P2 -2.432104 0.480267 -2.454157
N2 -1.297254 0.986568 -3.456980
N3 -1.049427 -1.697632 -0.944213
O3 -1.133327 -2.624519 -1.910624
C7 -0.450561 -1.754777 0.304676
O4 2.332405 0.024698 0.266769
C8 3.470501 0.814107 -0.178322
C9 3.420229 0.905620 -1.762373
H1 5.151178 -2.037284 -1.203874
H2 4.867432 -3.787130 -0.829561
H3 3.426062 -2.628974 -1.011145
H4 5.096915 -1.505119 1.063868
H5 4.981547 -3.279395 1.427544
H6 1.383108 -0.415871 3.788061
H7 0.817596 -1.931385 3.016467
H8 -0.966485 0.019920 2.953629
H9 0.241381 0.994460 2.067161
H10 -1.529272 1.443263 0.375202
H11 -3.169702 1.578360 -1.905240
H12 -3.332444 -0.435513 -3.081533
H13 -1.434838 0.566983 -4.380178
H14 -1.826451 -3.285067 -1.710112
H15 0.068135 -2.625898 0.754969
H16 3.420519 1.873059 0.193409
H17 4.460967 0.367922 0.079195
H18 3.021501 -0.073943 -2.161554
H19 2.757548 1.732562 -2.118071
H20 4.441594 1.016815 -2.216808
B1 -6.595480 3.463307 0.618894
O5 -5.179271 3.909210 0.526395
C10 -4.438138 2.843005 0.348052
O6 -3.227290 2.851948 0.231441
C11 -5.308297 1.631467 0.311025
O7 -4.920021 0.496131 0.160093
O8 -6.563409 1.985973 0.468271
F1 -7.355092 4.041266 -0.417212
F2 -7.133608 3.812889 1.873026

Forces on atoms 1 to 3 (eV/Å):
-0.23 0.22 0.48
1.77 -1.16 -1.27
-0.93 2.09 -0.51

# 2
Molecular formula: C23H36Br2N6O2PdS
Method: DFT, the ωB97M-V functional and the def2-TZVPD basis

As for the energy above the lowest of the compared OMol25 structures with the same formula, charge and spin: 1.259 eV. The calculation puts the total energy at -7051.12605 a.u. The calculation puts the HOMO-LUMO gap at 0.2687 hartree. The value obtained for the HOMO energy is -7.457 eV.

Cartesian coordinates (Å):
Pd1 -1.066153 -1.865451 0.485408
Br1 -2.675392 -2.877193 2.362407
C1 -2.342579 -2.594987 -0.991878
Br2 -1.901270 -1.450128 -2.458656
H1 -3.367020 -2.372664 -0.723921
H2 -2.003201 -3.644446 -1.243425
C2 -2.068664 4.204476 -1.670085
C3 -2.618608 3.290859 -0.600132
C4 -2.376461 1.915766 -0.577966
C5 -2.875402 1.149118 0.506543
C6 -3.471184 1.790255 1.605909
N1 -3.611728 1.117589 2.836444
C7 -2.984062 1.344995 4.068475
O1 -3.481598 1.002914 5.109698
N2 -1.609077 1.846928 3.985851
C8 -0.665227 1.471853 2.987574
C9 -0.224527 2.403897 2.029544
C10 0.519738 1.977870 0.913052
C11 0.566785 0.573278 0.692486
N3 0.011389 -0.322089 1.519331
C12 -0.406158 0.099780 2.697457
C13 -3.781296 3.127360 1.533658
C14 -3.339876 3.914989 0.482981
H3 -2.635675 4.101397 -2.613228
H4 -1.051251 3.874758 -1.896868
H5 -2.156001 5.238715 -1.294745
H6 -1.908320 1.436203 -1.427535
H7 -2.597241 0.072977 0.536192
H8 -4.517787 0.662639 2.900464
H9 -1.227357 1.633226 4.903989
H10 -0.425523 3.436507 2.132502
H11 0.886347 2.757503 0.212059
H12 1.067036 0.155265 -0.189304
H13 -0.667930 -0.653504 3.430063
H14 -4.333288 3.547973 2.307655
H15 -3.597864 4.972967 0.479553
C15 1.845060 -5.800658 -2.066242
C16 0.625932 -5.679243 -1.132763
N4 1.222441 -5.380089 0.146781
C17 1.051965 -4.198248 0.761586
S1 1.109749 -2.693912 -0.075870
N5 1.062327 -4.144628 2.096699
C18 1.131604 -5.212935 3.091475
C19 2.429555 -5.186543 3.912865
H16 1.705106 -6.409892 -2.997224
H17 2.624148 -6.287174 -1.453524
H18 2.135595 -4.785963 -2.358971
H19 0.107106 -6.662575 -1.060973
H20 -0.138968 -4.942944 -1.383283
H21 1.517559 -6.170643 0.661033
H22 0.804720 -3.240410 2.464024
H23 1.022003 -6.181891 2.574228
H24 0.231072 -5.118739 3.747210
H25 3.246898 -5.227445 3.179382
H26 2.459774 -6.131749 4.530969
H27 2.535318 -4.326855 4.557777
C20 3.800170 3.864307 -4.547911
N6 2.668605 3.337643 -3.894121
C21 2.224359 2.042188 -4.268660
C22 2.007509 3.954285 -2.873296
C23 2.419359 5.421280 -2.454327
O2 1.085213 3.401706 -2.281240
H28 4.135964 3.217657 -5.343126
H29 4.643306 3.944839 -3.849233
H30 3.595685 4.848971 -4.942414
H31 2.131042 2.042402 -5.320146
H32 1.209060 1.906453 -3.789143
H33 2.971483 1.267468 -3.935370
H34 1.702164 6.207289 -2.755701
H35 3.441835 5.690287 -2.597289
H36 2.171703 5.294165 -1.374756

Forces on atoms 1 to 3 (eV/Å):
-1.76 -0.42 -0.50
0.51 0.48 -0.59
2.10 -1.11 1.09

# 3
Molecular formula: C6H15INP
Method: DFT, the ωB97M-V functional and the def2-TZVPD basis

As for the expectation value of S²: 2.01. The calculation puts the total energy at -931.20420 a.u. The calculation puts the HOMO-LUMO gap (spin up / spin down) at 0.2779 / 0.2678 hartree. The value obtained for the HOMO energy (spin up / spin down) is -7.229 / -8.542 eV. Its spin multiplicity is 3.

Cartesian coordinates (Å):
C1 1.761051 2.823488 0.053533
C2 -1.321894 -2.605829 -1.459985
C3 0.741636 -0.365422 2.044286
C4 0.304447 2.858470 0.236467
C5 -0.831719 -1.177956 -1.837604
C6 0.588152 -0.878355 0.635958
N1 -1.983701 -0.537232 0.704886
P1 -0.799542 -0.168684 -0.275761
I1 -3.756244 0.129833 -0.021837
H1 2.150242 3.318997 -0.786287
H2 2.288665 3.540704 0.839609
H3 2.164686 1.785426 0.008285
H4 -1.995354 -2.947169 -2.139384
H5 -0.457740 -3.226008 -1.369981
H6 -1.769048 -2.676593 -0.527130
H7 -0.089646 -0.671009 2.549857
H8 1.557994 -0.907448 2.472028
H9 1.002170 0.620226 2.189070
H10 -0.250306 3.213196 -0.527094
H11 -0.158205 2.648340 1.247280
H12 -1.349873 -0.724714 -2.745882
H13 0.277312 -1.446162 -1.864654
H14 0.412790 -2.038067 0.464850
H15 1.514136 -0.568039 0.109483

Forces on atoms 1 to 3 (eV/Å):
1.28 0.77 2.43
1.68 1.43 0.22
1.11 -2.62 -0.99